(1)
This record from OMol25 describes a single N2O4 molecule. The level of theory is the ωB97M-V functional and the def2-TZVPD basis.

Results
Energy relative to the best compared isomer or geometry (same formula, charge and spin) = 36.1 kcal/mol
Gap between HOMO and LUMO (spin up / spin down) = 8.8 / 8.6 eV
Multiplicity = 3
Highest occupied orbital energy (spin up / spin down) = -8.885 / -12.256 eV
Molecular weight = 92.0 g mol⁻¹

Last column: Löwdin spin population.
Positions of all 6 atoms, in Å:
1 N 1.22 -0.02 0.10  -0.009
2 N -1.54 0.30 -0.11  0.762
3 O -0.13 -0.60 0.20  0.666
4 O 1.23 1.16 0.15  -0.004
5 O -2.52 -0.16 0.13  0.539
6 O 2.19 -0.70 -0.01  0.048

(2)
This record from OMol25 describes 2 unconnected molecules or ions with the total composition C25H24F5OSi. The level of theory is the ωB97M-V functional and the def2-TZVPD basis.

Results
Energy relative to the best compared isomer or geometry (same formula, charge and spin) = 1.3 kcal/mol
Gap between HOMO and LUMO = 6.2 eV
Total charge = +1
Highest occupied orbital energy = -11.683 eV
Molecular weight = 463.5 g mol⁻¹

Last column: Löwdin charge in e.
Positions of all 56 atoms, in Å:
1 C 3.04 -2.79 2.66  -0.151
2 Si 2.75 -1.30 1.57  0.460
3 C 2.55 0.29 2.52  -0.141
4 C 4.09 -1.22 0.27  -0.153
5 O 1.31 -1.48 0.67  -0.104
6 C -0.02 -1.34 0.93  -0.298
7 C -0.92 -1.19 -0.08  0.070
8 C -0.52 -1.42 2.33  -0.039
9 C -1.12 -0.32 3.00  -0.126
10 F -1.12 0.91 2.40  0.077
11 C -1.66 -0.43 4.27  -0.117
12 F -2.30 0.61 4.85  0.123
13 C -1.52 -1.63 4.97  -0.105
14 F -1.96 -1.72 6.24  0.138
15 C -0.89 -2.73 4.38  -0.111
16 F -0.66 -3.84 5.11  0.127
17 C -0.48 -2.63 3.05  -0.120
18 F -0.03 -3.75 2.42  0.101
19 H 4.08 -2.83 3.03  0.048
20 H 2.38 -2.80 3.54  0.031
21 H 2.87 -3.71 2.07  0.048
22 H 3.50 0.53 3.01  0.048
23 H 2.28 1.12 1.86  0.028
24 H 1.78 0.23 3.30  0.034
25 H 5.09 -1.12 0.72  0.045
26 H 4.10 -2.14 -0.33  0.042
27 H 3.95 -0.38 -0.42  0.029
28 H -1.96 -1.18 0.22  0.078
29 H -0.63 -1.34 -1.12  0.099
30 C 3.07 3.50 -2.50  -0.025
31 C 1.89 2.68 -2.13  -0.228
32 C 1.31 2.80 -0.86  -0.010
33 C 0.10 2.20 -0.57  0.023
34 C -0.59 1.45 -1.57  -0.221
35 C -1.87 0.91 -1.29  0.067
36 C -2.84 0.58 -2.30  -0.190
37 C -3.84 -0.41 -2.07  0.005
38 C -4.85 -0.62 -3.00  -0.047
39 C -4.90 0.13 -4.18  -0.025
40 C -3.90 1.08 -4.44  -0.043
41 C -2.87 1.29 -3.54  -0.004
42 C 0.11 1.16 -2.78  0.009
43 C 1.33 1.76 -3.03  -0.005
44 H 3.15 3.60 -3.59  0.090
45 H 3.00 4.50 -2.07  0.095
46 H 4.02 3.07 -2.16  0.101
47 H 1.82 3.39 -0.10  0.128
48 H -0.36 2.29 0.41  0.121
49 H -2.19 0.95 -0.25  0.133
50 H -3.79 -1.02 -1.17  0.116
51 H -5.62 -1.38 -2.81  0.121
52 H -5.72 0.01 -4.89  0.121
53 H -3.93 1.68 -5.36  0.119
54 H -2.10 2.03 -3.76  0.123
55 H -0.30 0.43 -3.48  0.134
56 H 1.86 1.56 -3.96  0.129

(3)
This record from OMol25 describes 2 unconnected molecules or ions with the total composition C3H11N3. The level of theory is the ωB97M-V functional and the def2-TZVPD basis.

Results
Energy relative to the best compared isomer or geometry (same formula, charge and spin) = 78.6 kcal/mol
Gap between HOMO and LUMO = 8.3 eV
SMILES string = C=CN.NCN
Highest occupied orbital energy = -7.425 eV
Molecular weight = 89.1 g mol⁻¹

Last column: Löwdin charge in e.
Positions of all 17 atoms, in Å:
1 C 1.61 0.24 0.98  -0.057
2 C 2.43 0.06 -0.18  -0.305
3 N 3.43 0.88 -0.63  0.051
4 H 1.06 1.22 1.00  0.033
5 H 1.40 -0.51 1.72  0.009
6 H 2.20 -0.76 -0.85  0.092
7 H 3.46 1.85 -0.35  0.092
8 H 3.42 0.77 -1.65  0.091
9 N -1.28 -0.54 -0.73  -0.045
10 C -2.19 0.13 0.30  -0.333
11 N -3.06 -0.97 0.83  -0.047
12 H -1.78 -0.94 -1.54  0.059
13 H -0.60 0.16 -1.06  0.035
14 H -1.71 0.63 1.14  0.086
15 H -2.70 0.98 -0.25  0.101
16 H -3.27 -1.57 -0.04  0.074
17 H -2.42 -1.63 1.31  0.064

(4)
This record from OMol25 describes 10 unconnected molecules or ions with the total composition C31H62O28. The level of theory is the ωB97M-V functional and the def2-TZVPD basis.

Results
Energy relative to the best compared isomer or geometry (same formula, charge and spin) = 39.7 kcal/mol
Gap between HOMO and LUMO = 10.5 eV
SMILES string = COC(=O)OC.COC(=O)OC.COC(=O)OC.COC(=O)OC.COC(=O)OC.COC(=O)OC.COC(=O)OC.COC(=O)OC.COC(=O)OC.C1CCOC1
Highest occupied orbital energy = -9.958 eV
Molecular weight = 882.8 g mol⁻¹

Last column: Löwdin charge in e.
Positions of all 121 atoms, in Å:
1 C -4.19 3.96 0.71  -0.001
2 O -3.43 3.39 -0.42  0.013
3 C -3.36 4.04 -1.55  -0.637
4 O -3.95 5.02 -1.86  0.138
5 O -2.46 3.38 -2.33  -0.028
6 C -2.12 3.88 -3.56  -0.080
7 H -5.19 4.19 0.44  0.076
8 H -3.87 4.88 1.17  0.084
9 H -4.22 3.18 1.48  0.097
10 H -2.67 3.28 -4.29  0.098
11 H -1.03 3.78 -3.67  0.086
12 H -2.50 4.92 -3.62  0.102
13 C 2.51 -1.38 -1.24  -0.022
14 O 1.50 -1.91 -0.37  -0.022
15 C 0.34 -1.21 -0.28  -0.658
16 O -0.61 -1.59 0.32  0.107
17 O 0.37 -0.06 -0.90  0.001
18 C -0.89 0.63 -0.73  -0.001
19 H 2.71 -0.34 -1.01  0.084
20 H 2.13 -1.43 -2.30  0.112
21 H 3.38 -2.00 -1.13  0.084
22 H -0.98 1.04 0.28  0.096
23 H -1.80 0.07 -1.11  0.122
24 H -0.81 1.54 -1.33  0.068
25 C -2.13 -5.09 2.41  -0.011
26 O -3.04 -5.22 1.31  -0.034
27 C -4.17 -4.49 1.19  -0.576
28 O -4.62 -3.81 2.06  0.133
29 O -4.68 -4.72 -0.06  -0.025
30 C -5.92 -4.04 -0.33  -0.021
31 H -2.49 -4.37 3.07  0.061
32 H -1.20 -4.86 1.86  0.095
33 H -2.05 -6.04 3.00  0.108
34 H -6.73 -4.61 0.13  0.101
35 H -6.00 -3.91 -1.42  0.092
36 H -5.80 -3.06 0.13  0.069
37 C -0.82 -4.77 -1.28  -0.050
38 O -1.80 -4.23 -2.14  -0.034
39 C -1.46 -3.11 -2.89  -0.545
40 O -0.35 -2.66 -2.88  0.141
41 O -2.51 -2.63 -3.53  0.020
42 C -3.82 -3.03 -3.39  -0.049
43 H 0.07 -5.15 -1.86  0.118
44 H -1.28 -5.66 -0.87  0.094
45 H -0.53 -4.06 -0.56  0.054
46 H -4.37 -2.23 -3.89  0.106
47 H -4.14 -3.07 -2.35  0.079
48 H -3.99 -3.96 -3.91  0.101
49 C 7.27 2.25 -1.83  0.019
50 O 6.95 2.63 -0.46  0.043
51 C 6.23 1.95 0.34  -0.723
52 O 5.90 2.33 1.43  0.115
53 O 5.94 0.76 -0.08  0.021
54 C 5.15 0.02 0.85  -0.019
55 H 8.19 1.67 -1.87  0.097
56 H 7.43 3.19 -2.32  0.086
57 H 6.40 1.70 -2.23  0.104
58 H 5.80 -0.28 1.60  0.088
59 H 4.77 -0.80 0.28  0.074
60 H 4.29 0.57 1.23  0.089
61 C -7.00 1.09 -1.54  -0.040
62 O -5.64 0.71 -1.35  -0.027
63 C -5.35 -0.02 -0.26  -0.601
64 O -6.21 -0.67 0.34  0.076
65 O -4.08 0.09 0.04  -0.015
66 C -3.68 -0.58 1.28  0.017
67 H -7.51 0.17 -1.89  0.098
68 H -6.89 1.71 -2.39  0.079
69 H -7.51 1.51 -0.63  0.122
70 H -2.67 -0.94 0.96  0.080
71 H -4.42 -1.39 1.55  0.089
72 H -3.60 0.20 2.05  0.100
73 C 1.41 1.20 -4.62  -0.023
74 O 2.44 1.80 -3.80  0.002
75 C 2.00 2.31 -2.65  -0.658
76 O 0.87 2.71 -2.45  0.099
77 O 2.95 2.16 -1.79  0.004
78 C 2.71 2.79 -0.50  0.019
79 H 1.90 0.35 -5.11  0.089
80 H 1.00 1.82 -5.43  0.090
81 H 0.56 0.84 -3.96  0.114
82 H 3.69 2.62 0.04  0.102
83 H 1.93 2.22 -0.01  0.080
84 H 2.38 3.87 -0.60  0.110
85 C 3.55 2.09 3.71  -0.039
86 O 3.07 0.85 4.18  -0.001
87 C 2.05 0.34 3.45  -0.603
88 O 1.66 0.80 2.40  0.104
89 O 1.71 -0.81 3.97  0.012
90 C 0.64 -1.52 3.30  0.000
91 H 2.68 2.67 3.30  0.106
92 H 4.17 1.89 2.89  0.036
93 H 4.00 2.68 4.52  0.111
94 H 0.69 -2.49 3.67  0.074
95 H 0.85 -1.69 2.23  0.082
96 H -0.32 -1.15 3.55  0.092
97 C -0.58 6.49 -1.05  0.012
98 O -1.36 5.66 -0.13  -0.018
99 C -0.60 5.04 0.79  -0.545
100 O 0.64 5.15 0.82  0.075
101 O -1.36 4.40 1.69  -0.012
102 C -0.67 3.49 2.56  -0.029
103 H 0.16 5.81 -1.54  0.108
104 H 0.06 7.12 -0.41  0.102
105 H -1.30 6.95 -1.66  0.080
106 H -0.28 2.56 2.09  0.079
107 H -1.30 3.17 3.37  0.092
108 H 0.23 3.99 2.92  0.091
109 C 5.03 -3.71 2.71  -0.181
110 C 4.43 -4.67 1.72  -0.154
111 C 3.00 -4.06 1.47  -0.175
112 O 3.17 -2.64 1.69  -0.173
113 C 4.03 -2.58 2.85  -0.188
114 H 5.97 -3.37 2.35  0.097
115 H 5.19 -4.25 3.65  0.116
116 H 4.29 -5.70 2.18  0.124
117 H 5.04 -4.66 0.77  0.123
118 H 2.35 -4.49 2.19  0.089
119 H 2.49 -4.20 0.47  0.136
120 H 3.41 -2.62 3.76  0.121
121 H 4.54 -1.60 2.89  0.110

(5)
This record from OMol25 describes 8 unconnected molecules or ions with the total composition C30H36BIN7O5. The level of theory is the ωB97M-V functional and the def2-TZVPD basis.

Results
Gap between HOMO and LUMO = 6.5 eV
Total charge = -1
Highest occupied orbital energy = -4.698 eV
Molecular weight = 712.4 g mol⁻¹

Last column: Löwdin charge in e.
Positions of all 80 atoms, in Å:
1 O 0.07 -4.98 -0.78  0.046
2 C 0.16 -3.73 -0.76  -0.330
3 O 0.67 -3.06 -1.92  0.027
4 C 0.52 -1.62 -1.79  -0.263
5 O -0.86 -1.23 -2.01  -0.097
6 B -0.83 0.14 -2.60  -1.241
7 I -2.73 1.14 -3.08  0.711
8 O 0.11 -0.06 -3.74  -0.095
9 C 1.16 -0.81 -3.08  -0.217
10 C 2.14 -1.72 -3.96  -0.112
11 O 2.94 -0.96 -4.92  -0.124
12 C 3.87 -0.10 -4.27  -0.202
13 C 4.83 -0.52 -3.12  -0.005
14 C 5.82 0.51 -2.50  -0.094
15 C 5.90 1.99 -2.99  -0.095
16 C 4.92 2.43 -4.11  -0.070
17 C 3.93 1.39 -4.72  0.006
18 C -0.23 -2.89 0.57  -0.087
19 C 0.93 -2.69 1.59  -0.017
20 C 0.63 -1.85 2.87  -0.077
21 C -0.80 -1.28 3.02  -0.087
22 C -1.97 -1.51 2.01  -0.065
23 C -1.67 -2.34 0.74  0.016
24 H 1.07 -1.09 -0.93  0.169
25 H -0.42 0.79 -1.69  0.041
26 H 1.75 0.06 -2.57  0.153
27 H 2.79 -2.31 -3.21  0.122
28 H 1.51 -2.51 -4.51  0.153
29 H 4.77 -1.61 -2.75  0.094
30 H 6.51 0.16 -1.65  0.073
31 H 6.67 2.68 -2.51  0.070
32 H 4.91 3.50 -4.49  0.081
33 H 3.23 1.78 -5.54  0.101
34 H 1.96 -3.14 1.37  0.107
35 H 1.49 -1.69 3.60  0.082
36 H -1.03 -0.65 3.93  0.072
37 H -3.02 -1.09 2.15  0.037
38 H -2.41 -2.56 -0.09  0.117
39 C -6.52 -2.27 3.38  -0.060
40 C -5.25 -1.49 3.54  -0.191
41 N -4.25 -0.88 3.66  0.122
42 H -6.42 -2.97 2.55  0.083
43 H -6.73 -2.82 4.29  0.073
44 H -7.35 -1.59 3.17  0.076
45 C 4.13 -0.88 -8.27  -0.068
46 C 5.40 -0.10 -8.10  -0.259
47 N 6.40 0.51 -7.97  0.101
48 H 4.23 -1.58 -9.09  0.071
49 H 3.91 -1.43 -7.35  0.064
50 H 3.30 -0.20 -8.48  0.080
51 C -1.93 -4.87 3.94  -0.057
52 C -3.38 -5.02 4.29  -0.244
53 N -4.52 -5.14 4.57  0.094
54 H -1.78 -3.94 3.39  0.043
55 H -1.33 -4.84 4.86  0.078
56 H -1.61 -5.71 3.33  0.083
57 C 5.87 1.02 1.96  -0.072
58 C 4.81 0.44 1.07  -0.248
59 N 3.98 -0.02 0.36  0.140
60 H 6.86 0.80 1.55  0.072
61 H 5.74 2.10 2.03  0.076
62 H 5.79 0.58 2.96  0.073
63 C -3.84 1.46 6.35  -0.063
64 C -2.57 2.23 6.51  -0.231
65 N -1.56 2.84 6.64  0.119
66 H -3.74 0.75 5.52  0.037
67 H -4.06 0.91 7.27  0.078
68 H -4.66 2.14 6.14  0.078
69 C -6.12 4.36 -3.30  -0.076
70 C -5.81 3.02 -3.88  -0.288
71 N -5.57 1.96 -4.34  0.063
72 H -7.20 4.51 -3.25  0.069
73 H -5.70 4.43 -2.29  0.076
74 H -5.68 5.14 -3.92  0.073
75 C -1.86 5.87 6.02  -0.103
76 C -2.34 7.23 5.63  -0.258
77 N -2.71 8.31 5.33  0.094
78 H -2.70 5.18 6.09  0.049
79 H -1.16 5.49 5.27  0.076
80 H -1.35 5.91 6.99  0.074

(6)
This record from OMol25 describes a single C6H12FN molecule. The level of theory is the ωB97M-V functional and the def2-TZVPD basis.

Results
Energy relative to the best compared isomer or geometry (same formula, charge and spin) = 21.8 kcal/mol
Gap between HOMO and LUMO = 10.1 eV
SMILES string = CC(C)/C=C(\F)CN
Highest occupied orbital energy = -9.235 eV
Molecular weight = 117.2 g mol⁻¹

Last column: Löwdin charge in e.
Positions of all 20 atoms, in Å:
1 C -0.39 2.93 0.28  -0.081
2 C 0.29 1.59 -0.23  -0.404
3 C 1.83 1.78 -0.22  -0.070
4 C -0.21 0.42 0.51  -0.031
5 C -0.02 -0.87 0.20  -0.275
6 C -0.76 -2.04 0.66  -0.256
7 H -0.14 3.85 -0.29  0.074
8 H -0.07 3.16 1.32  0.076
9 H -1.51 2.82 0.27  0.081
10 H -0.04 1.48 -1.25  0.128
11 H 2.20 2.13 0.77  0.086
12 H 2.00 2.54 -0.94  0.054
13 H 2.40 0.87 -0.59  0.094
14 H -0.96 0.45 1.29  0.113
15 H -0.12 -2.84 1.04  0.122
16 H -1.37 -1.72 1.46  0.095
17 H -2.20 -1.99 -0.76  0.089
18 H -2.04 -3.43 0.03  0.066
19 N -1.51 -2.68 -0.41  0.002
20 F 0.88 -1.28 -0.75  0.039